1.
# C34H46AlF24O17

A structure of composition C34H46AlF24O17 (the ωB97M-V functional and the def2-TZVPD basis, the OMol25 dataset).

The geometry in XYZ format:
```
122
C34H46AlF24O17 the ωB97M-V functional and the def2-TZVPD basis
F -3.68 -0.72 1.24
C -2.91 0.21 1.93
F -3.69 0.85 2.93
F -1.83 -0.37 2.62
C -2.35 1.39 0.98
O -1.78 2.36 1.86
C -0.64 3.02 1.26
C 0.65 2.10 1.07
C 1.12 1.97 -0.44
C 0.92 0.54 -1.18
O 0.70 0.63 -2.62
Al -0.42 2.16 -2.63
O 0.74 2.97 -1.39
H -3.28 1.77 0.42
H -1.65 1.00 0.18
H -0.99 3.54 0.32
H -0.35 3.86 1.98
H 0.34 1.05 1.41
H 1.50 2.39 1.77
H 2.25 2.10 -0.38
H 0.06 -0.11 -0.81
H 1.85 -0.10 -1.03
H -0.42 2.93 -4.02
H -1.88 1.74 -2.07
C -2.62 -2.63 4.12
C -2.06 -2.77 5.53
O -2.88 -3.66 6.31
C -2.65 -4.97 6.14
O -1.83 -5.43 5.39
C -3.55 -5.79 7.06
F -4.82 -5.35 7.06
F -3.12 -5.74 8.34
F -3.59 -7.09 6.72
H -3.66 -2.32 4.15
H -2.04 -1.89 3.55
H -2.58 -3.58 3.59
H -2.09 -1.80 6.03
H -1.02 -3.10 5.52
C 3.77 1.91 -6.62
C 4.83 2.95 -6.26
O 4.49 3.61 -5.04
C 4.81 2.96 -3.91
O 5.34 1.88 -3.88
C 4.43 3.79 -2.69
F 3.22 4.34 -2.79
F 5.30 4.82 -2.50
F 4.44 3.08 -1.55
H 2.78 2.37 -6.65
H 3.99 1.47 -7.59
H 3.73 1.12 -5.87
H 4.86 3.71 -7.04
H 5.82 2.50 -6.20
C -7.58 1.66 -2.42
C -7.04 0.64 -3.41
O -6.03 1.23 -4.23
C -4.79 1.29 -3.69
O -4.52 0.89 -2.59
C -3.80 1.88 -4.69
F -4.29 2.97 -5.31
F -3.49 1.00 -5.66
F -2.65 2.25 -4.12
H -7.93 2.55 -2.94
H -8.41 1.24 -1.85
H -6.81 1.98 -1.72
H -7.84 0.33 -4.08
H -6.67 -0.25 -2.91
C 6.31 -3.62 -3.74
C 6.02 -2.17 -4.03
O 5.84 -1.96 -5.44
C 4.62 -2.25 -5.92
O 3.71 -2.67 -5.25
C 4.54 -1.93 -7.41
F 5.62 -2.37 -8.09
F 4.47 -0.61 -7.63
F 3.47 -2.48 -8.00
H 7.16 -3.97 -4.33
H 6.53 -3.77 -2.68
H 5.46 -4.26 -4.00
H 6.88 -1.56 -3.73
H 5.16 -1.80 -3.47
C -3.47 2.59 6.49
C -3.09 3.41 5.28
O -3.02 4.81 5.62
C -1.88 5.21 6.20
O -0.95 4.49 6.45
C -1.92 6.71 6.47
F -3.09 7.11 7.00
F -1.76 7.42 5.34
F -0.96 7.11 7.31
H -4.40 2.96 6.94
H -3.61 1.54 6.22
H -2.70 2.64 7.26
H -3.87 3.32 4.51
H -2.16 3.07 4.83
C -4.77 -6.86 11.40
C -3.74 -5.83 11.79
O -4.13 -5.17 13.01
C -3.85 -5.82 14.15
O -3.31 -6.89 14.20
C -4.27 -4.99 15.36
F -5.49 -4.45 15.21
F -3.42 -3.97 15.57
F -4.30 -5.71 16.49
H -5.77 -6.41 11.33
H -4.52 -7.31 10.43
H -4.83 -7.66 12.14
H -3.69 -5.05 11.02
H -2.75 -6.26 11.89
C 6.09 0.02 -13.21
C 7.14 1.05 -12.86
O 6.81 1.72 -11.63
C 7.13 1.07 -10.50
O 7.66 -0.01 -10.46
C 6.76 1.91 -9.28
F 5.53 2.46 -9.39
F 7.62 2.93 -9.10
F 6.76 1.20 -8.14
H 5.10 0.48 -13.24
H 6.30 -0.43 -14.18
H 6.05 -0.78 -12.46
H 7.18 1.82 -13.63
H 8.14 0.60 -12.79
```

Results
E_HOMO in eV: -5.20
Net charge: -1
HOMO-LUMO gap in Eh: 0.2553
LUMO in eV: 1.75
Relative energy (zero: lowest compared OMol25 entry of this formula, charge and spin) in kcal/mol: 0.0
2S+1: 1

Löwdin atomic charge list, values in e, 8 entries:
1. F 0.10
2. C -0.39
3. F 0.04
4. F 0.04
5. C -0.10
6. O -0.18
7. C -0.18
8. C -0.10

***

2.
# C43H86Br2F5N2O14

A structure of composition C43H86Br2F5N2O14 (the ωB97M-V functional and the def2-TZVPD basis, the OMol25 dataset).

The geometry in XYZ format:
```
152
C43H86Br2F5N2O14 the ωB97M-V functional and the def2-TZVPD basis
C 0.70 -0.96 3.68
C 0.86 0.37 2.97
O 1.72 1.23 3.70
C 2.07 2.36 2.94
C 1.06 3.49 3.23
O 0.74 4.35 2.11
N 0.24 3.63 1.06
C -0.89 2.97 1.27
C -1.48 2.23 0.27
C -0.90 2.19 -1.00
C -1.54 1.40 -2.12
C -2.58 0.38 -1.62
C -4.07 0.70 -1.89
F -4.57 -0.04 -2.89
Br -5.01 0.17 -0.23
C -4.38 2.20 -2.18
F -3.72 2.98 -1.32
F -4.03 2.47 -3.43
Br -6.29 2.65 -2.06
C 0.29 2.92 -1.20
C 0.95 2.92 -2.57
C 2.20 2.04 -2.52
O 1.80 0.68 -2.79
C 2.35 -0.18 -1.88
C 1.40 -1.02 -1.08
O 3.52 -0.29 -1.73
C 0.86 3.64 -0.15
N 2.06 4.39 -0.38
C 3.18 4.10 0.48
O 3.99 3.32 0.19
F 3.26 4.78 1.59
C 1.81 5.81 -0.55
O 1.49 6.58 0.26
F 2.01 6.14 -1.80
H 1.62 -1.26 4.18
H 0.41 -1.72 2.97
H -0.11 -0.89 4.39
H 1.25 0.16 1.97
H -0.14 0.79 2.91
H 3.07 2.66 3.26
H 2.12 2.05 1.89
H 1.51 4.15 3.96
H 0.17 3.09 3.70
H -1.36 3.01 2.24
H -2.39 1.70 0.46
H -0.72 0.83 -2.56
H -1.89 2.06 -2.90
H -2.40 -0.56 -2.13
H -2.47 0.16 -0.57
H 1.25 3.94 -2.78
H 0.26 2.61 -3.33
H 2.60 2.07 -1.52
H 2.96 2.37 -3.22
H 0.36 -0.74 -1.21
H 1.69 -1.00 -0.04
H 1.53 -2.05 -1.42
C 5.43 -0.77 -4.56
C 5.57 -2.28 -4.69
C 6.92 -2.76 -4.18
O 5.40 -2.66 -6.06
H 6.20 -0.27 -5.16
H 4.46 -0.44 -4.95
H 5.52 -0.45 -3.53
H 4.77 -2.77 -4.14
H 7.73 -2.30 -4.75
H 7.00 -3.84 -4.28
H 7.05 -2.49 -3.12
H 6.09 -2.23 -6.57
C 5.69 -0.81 2.41
C 5.71 -1.89 1.33
C 6.94 -1.77 0.46
O 4.53 -1.79 0.53
H 5.67 0.19 1.96
H 4.79 -0.91 3.03
H 6.56 -0.88 3.05
H 5.68 -2.87 1.81
H 6.96 -0.81 -0.06
H 6.94 -2.55 -0.31
H 7.86 -1.87 1.05
H 4.53 -0.94 0.09
C -3.82 2.18 3.78
C -3.06 0.89 4.03
C -3.73 0.05 5.10
O -1.70 1.17 4.40
H -3.86 2.80 4.69
H -3.33 2.78 3.01
H -4.84 1.97 3.46
H -3.00 0.32 3.10
H -3.75 0.59 6.05
H -3.17 -0.87 5.26
H -4.75 -0.20 4.82
H -1.69 1.67 5.23
C -5.44 -3.76 2.93
C -4.82 -2.57 3.64
C -5.86 -1.54 4.03
O -3.82 -1.97 2.81
H -5.92 -3.43 2.00
H -4.67 -4.49 2.66
H -6.18 -4.25 3.55
H -4.30 -2.92 4.54
H -6.36 -1.15 3.13
H -5.40 -0.69 4.54
H -6.62 -1.97 4.68
H -4.26 -1.65 2.02
C 7.96 -4.51 6.22
C 7.61 -4.26 4.76
C 8.71 -3.48 4.05
O 6.37 -3.57 4.67
H 8.08 -3.56 6.75
H 7.17 -5.07 6.72
H 8.90 -5.07 6.32
H 7.46 -5.22 4.26
H 8.84 -2.50 4.52
H 8.44 -3.31 3.01
H 9.66 -4.01 4.09
H 6.48 -2.72 5.11
C -7.69 2.44 1.19
C -6.81 1.20 1.09
C -7.35 0.23 0.05
O -6.71 0.56 2.36
H -8.70 2.16 1.50
H -7.30 3.12 1.94
H -7.76 2.96 0.24
H -5.79 1.50 0.82
H -8.35 -0.12 0.32
H -6.70 -0.65 -0.02
H -7.40 0.69 -0.94
H -7.60 0.28 2.62
C 7.98 0.78 -9.45
C 6.80 -0.03 -8.93
C 5.59 0.10 -9.84
O 6.47 0.39 -7.60
H 7.72 1.84 -9.49
H 8.84 0.68 -8.79
H 8.26 0.46 -10.45
H 7.08 -1.08 -8.85
H 5.26 1.15 -9.89
H 4.75 -0.48 -9.44
H 5.81 -0.24 -10.85
H 6.21 1.32 -7.64
C -12.55 -1.03 -1.06
C -11.04 -1.14 -1.13
C -10.60 -2.58 -1.32
O -10.45 -0.60 0.05
H -12.94 -1.59 -0.21
H -12.85 0.01 -0.93
H -13.02 -1.41 -1.97
H -10.67 -0.53 -1.96
H -10.93 -3.20 -0.48
H -9.51 -2.65 -1.37
H -11.01 -3.01 -2.24
H -10.77 -1.12 0.80
```

Results
E_HOMO in eV: -11.07
Net charge: +1
HOMO-LUMO gap in Eh: 0.2560
LUMO in eV: -4.10
Relative energy (zero: lowest compared OMol25 entry of this formula, charge and spin) in kcal/mol: 107.7
2S+1: 1

Löwdin atomic charge list, values in e, 8 entries:
1. C -0.04
2. C -0.28
3. O -0.11
4. C -0.18
5. C -0.08
6. O -0.01
7. N 0.02
8. C 0.05

***

3.
# C3H11N4O2

A cluster of 2 separate species, C3H11N4O2 in total (the ωB97M-V functional and the def2-TZVPD basis, the OMol25 dataset).

The geometry in XYZ format:
```
20
C3H11N4O2 the ωB97M-V functional and the def2-TZVPD basis
C -1.32 -0.96 -0.19
C -2.55 1.16 0.21
C 2.85 -0.26 -0.15
N -2.44 -1.66 -0.16
N 4.12 -0.13 0.11
N -1.35 0.38 -0.05
N -0.06 1.01 -0.18
O -0.20 -1.55 -0.37
O 2.09 -0.92 0.53
H -2.69 1.43 1.33
H -2.39 2.03 -0.50
H -3.34 0.66 -0.12
H 2.52 0.60 -0.81
H -0.18 1.86 -0.75
H -2.30 -2.62 0.06
H 4.54 -0.67 0.78
H 4.85 0.57 -0.39
H 0.47 1.31 0.64
H -3.24 -1.10 0.02
H 0.60 -1.14 0.01
```

Results
E_HOMO in eV: -14.06
Net charge: +1
HOMO-LUMO gap in Eh: 0.4203
LUMO in eV: -2.63
Relative energy (zero: lowest compared OMol25 entry of this formula, charge and spin) in kcal/mol: 0.0
2S+1: 1

Löwdin atomic charge list, values in e, 8 entries:
1. C -0.42
2. C 0.01
3. C -0.41
4. N 0.26
5. N 0.15
6. N -0.13
7. N 0.09
8. O 0.19

***

4.
# C5H11NO

The molecule C5H11NO (the ωB97M-V functional and the def2-TZVPD basis, the OMol25 dataset).

The geometry in XYZ format:
```
18
C5H11NO the ωB97M-V functional and the def2-TZVPD basis
C -0.23 2.07 0.11
C 0.79 0.97 0.34
C 0.39 -0.40 -0.23
C 1.41 -1.48 0.15
N -0.94 -0.79 0.20
C -1.98 -0.98 -0.67
O -1.90 -0.93 -1.87
H -0.28 2.36 -0.94
H -1.24 1.74 0.41
H 0.00 2.97 0.70
H 1.75 1.25 -0.11
H 0.99 0.85 1.42
H 0.32 -0.33 -1.32
H 2.42 -1.21 -0.18
H 1.44 -1.61 1.24
H 1.13 -2.43 -0.30
H -1.14 -0.84 1.19
H -2.92 -1.22 -0.14
```

Results
E_HOMO in eV: -9.75
HOMO-LUMO gap in Eh: 0.3920
Structure (SMILES): CC[C@@H](C)NC=O
LUMO in eV: 0.92
Relative energy (zero: lowest compared OMol25 entry of this formula, charge and spin) in kcal/mol: 5.2
2S+1: 1

Löwdin atomic charge list, values in e, 8 entries:
1. C -0.10
2. C -0.22
3. C -0.39
4. C -0.06
5. N 0.04
6. C -0.36
7. O 0.01
8. H 0.08